Here is a 11-piece molecular cluster, C84H185N11O11 overall at a distorted geometry from the OMol25 dataset. Energies are from ωB97M-V with the def2-TZVPD basis set.

XYZ file:
```
291
Properties=species:S:1:pos:R:3:lowdin_charge:R:1
C -2.97 -6.17 -6.13 -0.05
C -3.03 -6.70 -4.69 -0.47
C -3.59 -5.67 -3.67 -0.16
O -2.77 -4.48 -3.74 -0.22
C -3.00 -3.47 -2.75 -0.12
N -3.75 -7.92 -4.55 0.03
H -2.42 -5.24 -6.27 0.07
H -4.02 -5.96 -6.34 0.08
H -2.49 -6.85 -6.84 0.08
H -2.00 -6.94 -4.43 0.13
H -3.55 -5.97 -2.62 0.11
H -4.60 -5.36 -3.92 0.12
H -2.92 -3.80 -1.72 0.07
H -3.90 -2.86 -2.88 0.08
H -2.11 -2.84 -2.80 0.07
H -3.36 -8.55 -5.24 0.07
H -4.67 -7.76 -4.94 0.07
C -2.11 -1.02 -0.03 -0.05
C -0.97 0.00 0.12 -0.38
C 0.39 -0.40 -0.58 -0.16
O 1.38 0.58 -0.53 -0.22
C 2.58 0.23 -1.12 -0.08
N -1.53 1.25 -0.35 0.08
H -2.18 -1.35 -1.07 0.05
H -3.13 -0.63 0.01 0.06
H -2.11 -1.91 0.58 0.06
H -0.72 0.03 1.18 0.09
H 0.16 -0.48 -1.64 0.12
H 0.75 -1.38 -0.29 0.11
H 2.71 -0.85 -1.06 0.09
H 3.45 0.69 -0.66 0.09
H 2.44 0.49 -2.17 0.08
H -2.18 1.66 0.30 0.06
H -0.89 2.01 -0.52 0.03
C 3.50 1.50 -4.56 -0.06
C 3.59 2.31 -5.88 -0.41
C 3.51 1.56 -7.22 -0.21
O 4.75 1.05 -7.61 -0.20
C 4.83 0.46 -8.97 -0.06
N 2.62 3.41 -5.84 0.04
H 4.30 0.78 -4.42 0.08
H 2.64 0.84 -4.63 0.07
H 3.29 2.09 -3.67 0.04
H 4.57 2.78 -5.81 0.11
H 3.32 2.27 -8.03 0.12
H 2.77 0.77 -7.10 0.12
H 5.79 0.04 -9.27 0.08
H 4.46 1.13 -9.74 0.08
H 4.14 -0.39 -9.00 0.07
H 3.06 4.24 -6.23 0.07
H 2.43 3.62 -4.87 0.05
C -9.59 2.21 2.52 -0.01
C -9.52 1.58 1.06 -0.43
C -9.76 2.74 0.05 -0.14
C -8.47 3.57 -0.08 -0.19
C -7.23 2.69 -0.39 -0.14
C -6.94 1.57 0.61 -0.44
N -8.26 0.85 0.77 -0.13
O -8.14 -0.21 1.58 -0.03
C -5.83 0.72 -0.11 -0.04
C -6.31 2.11 1.94 -0.02
C -10.70 0.55 0.76 -0.03
H -10.51 2.79 2.53 0.08
H -8.77 2.88 2.74 0.06
H -9.60 1.42 3.28 0.07
H -9.99 2.36 -0.95 0.11
H -10.50 3.49 0.32 0.11
H -8.33 4.15 0.84 0.10
H -8.50 4.34 -0.85 0.11
H -6.42 3.42 -0.45 0.12
H -7.46 2.25 -1.36 0.12
H -5.63 -0.10 0.58 0.06
H -6.16 0.36 -1.08 0.07
H -4.91 1.29 -0.24 0.08
H -5.22 2.09 1.80 0.06
H -6.47 3.17 2.15 0.07
H -6.61 1.55 2.82 0.08
H -11.65 0.88 1.18 0.08
H -10.53 -0.38 1.31 0.06
H -10.79 0.21 -0.27 0.08
H -8.06 -0.91 0.93 0.12
C 0.67 5.47 2.03 -0.02
C -0.10 4.26 1.47 -0.54
C -1.56 4.65 1.32 -0.13
C -1.85 5.77 0.22 -0.10
C -1.36 5.07 -1.15 -0.12
C 0.07 4.49 -1.15 -0.44
N 0.37 3.83 0.15 -0.15
O 1.62 3.28 0.20 -0.01
C 0.23 3.43 -2.32 0.00
C 1.07 5.66 -1.37 -0.03
C -0.08 3.19 2.54 -0.03
H 0.14 5.98 2.83 0.09
H 0.87 6.22 1.26 0.06
H 1.61 5.04 2.37 0.08
H -2.09 3.75 0.99 0.10
H -1.82 4.95 2.33 0.11
H -1.26 6.67 0.41 0.09
H -2.91 6.01 0.09 0.10
H -1.41 5.95 -1.79 0.11
H -2.14 4.37 -1.46 0.11
H 0.00 4.02 -3.21 0.08
H 1.25 3.04 -2.24 0.07
H -0.48 2.61 -2.28 0.05
H 2.13 5.38 -1.39 0.07
H 0.85 6.08 -2.35 0.08
H 0.95 6.58 -0.79 0.07
H -0.52 2.24 2.22 0.07
H -0.51 3.51 3.49 0.10
H 0.93 2.85 2.78 0.08
H 1.41 2.37 -0.01 0.06
C -3.58 -2.52 4.62 -0.03
C -4.46 -1.27 4.24 -0.37
C -5.55 -1.70 3.17 -0.16
C -6.68 -2.50 3.70 -0.21
C -7.34 -1.68 4.72 -0.17
C -6.51 -1.32 5.98 -0.45
N -5.24 -0.77 5.47 -0.10
O -4.39 -0.21 6.49 -0.01
C -7.40 -0.29 6.76 -0.04
C -6.34 -2.58 6.96 -0.01
C -3.64 -0.08 3.59 0.00
H -3.08 -2.40 5.58 0.07
H -2.83 -2.79 3.87 0.05
H -4.11 -3.46 4.79 0.07
H -5.96 -0.84 2.63 0.08
H -5.08 -2.24 2.35 0.12
H -6.27 -3.40 4.14 0.11
H -7.30 -2.87 2.88 0.12
H -8.21 -2.22 5.10 0.12
H -7.73 -0.79 4.22 0.11
H -8.27 -0.72 7.24 0.08
H -6.81 0.23 7.52 0.07
H -7.85 0.49 6.15 0.07
H -7.22 -3.22 7.03 0.08
H -5.36 -3.03 6.79 0.06
H -6.28 -2.11 7.94 0.06
H -3.03 0.44 4.34 0.07
H -4.20 0.80 3.28 0.06
H -2.94 -0.54 2.89 0.06
H -4.24 -0.99 7.03 0.07
C -3.34 -0.48 -5.08 -0.03
C -3.83 0.89 -4.58 -0.48
C -2.61 1.74 -4.20 -0.14
C -1.83 2.33 -5.39 -0.16
C -2.79 2.96 -6.40 -0.14
C -4.01 2.12 -6.85 -0.49
N -4.60 1.61 -5.60 -0.12
O -5.89 1.12 -5.78 0.00
C -4.95 3.15 -7.51 -0.05
C -3.65 1.03 -7.88 -0.02
C -4.70 0.64 -3.30 -0.03
H -4.07 -1.18 -5.48 0.09
H -2.83 -1.07 -4.32 0.06
H -2.53 -0.30 -5.79 0.07
H -2.97 2.56 -3.59 0.11
H -1.92 1.18 -3.58 0.10
H -1.12 1.61 -5.81 0.11
H -1.25 3.16 -4.99 0.09
H -2.10 3.07 -7.25 0.12
H -3.14 3.95 -6.11 0.12
H -4.44 3.72 -8.28 0.09
H -5.93 2.79 -7.83 0.08
H -5.35 3.81 -6.73 0.08
H -4.37 0.21 -7.85 0.07
H -3.83 1.31 -8.91 0.08
H -2.62 0.74 -7.65 0.07
H -5.00 1.65 -3.02 0.08
H -4.19 0.10 -2.49 0.07
H -5.59 0.02 -3.42 0.08
H -5.75 0.20 -6.00 0.08
C 0.84 -7.31 2.82 -0.04
C -0.37 -7.58 1.88 -0.43
C -1.68 -6.84 2.31 -0.16
C -1.53 -5.38 2.12 -0.19
C -1.33 -5.16 0.60 -0.09
C -0.01 -5.86 -0.09 -0.47
N -0.05 -7.22 0.42 -0.09
O 1.03 -8.03 -0.06 -0.02
C -0.25 -5.83 -1.62 -0.03
C 1.21 -5.09 0.32 -0.04
C -0.76 -9.08 2.10 -0.04
H 0.62 -7.73 3.80 0.08
H 1.18 -6.28 2.92 0.05
H 1.80 -7.74 2.54 0.08
H -2.52 -7.23 1.74 0.12
H -1.87 -7.20 3.32 0.12
H -0.66 -5.02 2.67 0.10
H -2.34 -4.77 2.53 0.10
H -1.12 -4.09 0.54 0.09
H -2.27 -5.37 0.08 0.10
H 0.55 -6.31 -2.18 0.08
H -1.12 -6.43 -1.90 0.07
H -0.50 -4.92 -2.15 0.07
H 1.25 -4.79 1.37 0.06
H 2.05 -5.79 0.30 0.09
H 1.49 -4.24 -0.31 0.08
H -0.04 -9.81 1.73 0.08
H -1.69 -9.31 1.57 0.08
H -0.96 -9.16 3.17 0.08
H 0.54 -8.61 -0.65 0.10
C 7.12 7.69 -1.68 -0.05
C 7.31 6.25 -2.27 -0.49
C 8.57 5.85 -1.42 -0.13
C 8.97 4.33 -1.59 -0.14
C 7.64 3.47 -1.33 -0.11
C 6.36 3.94 -2.14 -0.46
N 6.14 5.39 -1.95 -0.10
O 4.98 5.90 -2.50 -0.01
C 6.50 3.46 -3.64 -0.03
C 5.21 3.09 -1.63 -0.07
C 7.69 6.48 -3.67 -0.05
H 7.22 7.76 -0.60 0.08
H 6.12 8.08 -1.83 0.08
H 7.84 8.37 -2.13 0.08
H 9.42 6.49 -1.65 0.12
H 8.35 6.00 -0.36 0.10
H 9.79 3.85 -1.07 0.10
H 9.37 4.20 -2.60 0.08
H 7.44 3.43 -0.26 0.11
H 7.78 2.43 -1.63 0.10
H 7.49 3.67 -4.04 0.06
H 6.53 2.38 -3.81 0.08
H 5.74 3.89 -4.30 0.07
H 5.06 3.22 -0.55 0.09
H 4.27 3.45 -2.05 0.06
H 5.26 2.03 -1.84 0.07
H 8.38 5.72 -4.03 0.07
H 8.14 7.45 -3.89 0.09
H 6.86 6.32 -4.36 0.09
H 4.47 6.22 -1.75 0.10
C 1.33 -0.78 2.96 -0.06
C 1.74 -1.36 4.30 -0.43
C 2.66 -2.57 3.91 -0.13
C 3.55 -3.00 5.10 -0.15
C 4.29 -1.81 5.70 -0.13
C 3.38 -0.68 6.19 -0.49
N 2.53 -0.32 5.06 -0.13
O 1.83 0.88 5.18 -0.01
C 2.42 -1.14 7.29 -0.04
C 4.30 0.50 6.70 0.00
C 0.43 -2.00 5.00 -0.01
H 1.10 -1.50 2.17 0.08
H 2.18 -0.22 2.58 0.09
H 0.54 -0.05 3.07 0.07
H 1.92 -3.30 3.59 0.10
H 3.28 -2.44 3.02 0.11
H 4.24 -3.69 4.61 0.11
H 3.01 -3.49 5.90 0.10
H 5.05 -1.36 5.05 0.09
H 4.73 -2.16 6.64 0.12
H 2.39 -2.19 7.57 0.08
H 2.66 -0.80 8.30 0.07
H 1.47 -0.60 7.25 0.08
H 3.75 1.43 6.89 0.08
H 4.86 0.15 7.56 0.09
H 5.00 0.67 5.89 0.06
H -0.36 -2.23 4.28 0.06
H 0.01 -1.32 5.73 0.07
H 0.74 -2.86 5.59 0.07
H 2.48 1.43 4.75 0.10
C 5.97 -1.83 0.48 -0.03
C 7.13 -1.11 1.25 -0.47
C 6.46 -0.51 2.48 -0.12
C 7.36 -0.25 3.72 -0.19
C 8.30 -1.43 3.90 -0.13
C 9.13 -1.86 2.61 -0.50
N 8.19 -2.12 1.53 -0.09
O 8.80 -2.66 0.35 0.01
C 10.18 -0.74 2.33 -0.03
C 9.87 -3.07 3.11 -0.06
C 7.54 0.04 0.33 -0.04
H 5.49 -2.67 0.97 0.09
H 6.26 -2.08 -0.54 0.08
H 5.23 -1.05 0.30 0.06
H 6.13 0.53 2.40 0.12
H 5.67 -1.11 2.94 0.10
H 6.76 -0.16 4.62 0.08
H 7.95 0.66 3.66 0.11
H 7.70 -2.29 4.16 0.12
H 9.03 -1.12 4.65 0.12
H 10.81 -0.53 3.19 0.08
H 10.76 -0.95 1.43 0.08
H 9.74 0.25 2.19 0.05
H 10.30 -3.06 4.11 0.09
H 9.11 -3.83 3.23 0.08
H 10.55 -3.55 2.40 0.08
H 8.30 0.62 0.85 0.07
H 6.77 0.79 0.19 0.07
H 7.90 -0.23 -0.67 0.09
H 9.01 -1.83 -0.09 0.07
```

Properties
Kohn-Sham gap = 8.24 eV
LUMO level = 0.43 eV
total energy = -4740.8219 Eh
energy above the lowest of the compared OMol25 structures with the same formula, charge and spin = 7.061 eV
structure (SMILES) = CC1(C)CCCC(C)(C)N1O.CC1(C)CCCC(C)(C)N1O.CC1(C)CCCC(C)(C)N1O.CC1(C)CCCC(C)(C)N1O.CC1(C)CCCC(C)(C)N1O.CC1(C)CCCC(C)(C)N1O.CC1(C)CCCC(C)(C)N1O.CC1(C)CCCC(C)(C)N1O.COC[C@H](C)N.COC[C@H](C)N.COC[C@H](C)N